No. 1
Computed, not measured: C2H6FPS in the gas phase at a distorted geometry, with wB97M-V/def2-TZVPD.

Computed properties:
HOMO (Eh): -0.34294
Charge: 0
Kohn-Sham gap (eV): 10.032

Geometry (Å):
C 0.1629 -0.4041 1.4164
C 0.2060 -0.3941 -1.5510
F 1.7492 -1.9771 0.0468
P 1.1974 -0.2577 -0.0650
S 2.6257 0.9739 -0.0002
H -0.2316 0.5944 1.5587
H -0.6891 -0.9725 1.1629
H 0.7208 -0.8497 2.1357
H -0.4181 -1.3866 -1.3946
H -0.3689 0.5481 -1.6429
H 0.7641 -0.5333 -2.5293

Atomic forces in eV per Å
-1.23 2.12 -3.40
-0.84 -1.79 -0.82
-0.96 3.04 -0.47
1.39 -3.83 0.55
0.23 0.36 -0.08
0.28 0.28 0.83
-0.90 -1.09 -0.21
1.58 -0.89 2.41
0.81 2.28 -0.40
-0.13 -0.74 0.08
-0.23 0.24 1.51

***

No. 2
Computed, not measured: 2 unconnected molecules or ions with the total composition C2H6I2NP at a distorted geometry, with wB97M-V/def2-TZVPD.

Computed properties:
HOMO (alpha / beta) (Eh): -0.32444 / -0.32207
Charge: 0
Kohn-Sham gap (alpha / beta) (eV): 8.051 / 8.119

Geometry (Å):
C 0.3074 -1.3400 -0.5248
C -0.6897 -0.1358 -0.6201
N -0.3549 1.1308 -0.6140
P 0.7296 3.1798 1.3100
I -0.2691 4.8065 -0.1988
I 2.9025 2.8868 0.4511
H 0.0252 -2.1708 0.1790
H 0.6474 -1.6998 -1.5833
H 1.1735 -1.0628 0.0470
H -1.5207 -0.2889 0.1551
H -0.9963 -0.3253 -1.7482
H 1.1824 4.2448 2.3810

Atomic forces in eV per Å
1.21 -0.88 -0.16
-1.57 -3.54 -1.27
1.33 2.24 0.21
-0.34 1.58 2.09
-0.04 0.09 -0.03
1.05 -0.21 -0.46
-0.76 0.49 -1.32
-0.70 0.46 2.19
0.90 0.75 -0.22
0.36 0.00 -1.11
-0.74 0.47 1.66
-0.70 -1.47 -1.57

***

No. 3
Computed, not measured: 2 unconnected molecules or ions with the total composition C2H6IN at a distorted geometry, with wB97M-V/def2-TZVPD.

Computed properties:
HOMO (Eh): -0.35650
Charge: 0
Kohn-Sham gap (eV): 10.527

Geometry (Å):
C 0.3967 -1.2290 -0.2312
C 1.0747 0.8911 -0.0750
N 0.1347 0.1062 0.1787
I -3.4419 1.8935 0.4880
H 1.3772 -1.4576 -0.4613
H -0.0241 -1.8167 0.4889
H -0.0274 -1.4531 -1.1071
H -2.4838 0.6056 0.9051
H 2.1645 0.5602 -0.4273
H 0.8293 1.8998 0.2414

Atomic forces in eV per Å
0.11 1.13 1.61
1.63 0.67 0.62
0.28 0.00 -1.00
0.52 -0.75 0.26
2.66 -0.35 0.30
-0.75 -2.20 1.82
-2.52 -0.57 -3.41
-0.45 0.78 -0.29
-2.32 0.80 0.46
0.85 0.49 -0.37

***

No. 4
Computed, not measured: 2 unconnected molecules or ions with the total composition C2H6IN2O2 at a distorted geometry, with wB97M-V/def2-TZVPD.

Computed properties:
HOMO (Eh): -0.50602
Charge: +1
Kohn-Sham gap (eV): 9.143

Geometry (Å):
C 1.6766 -0.8942 -0.2178
C -1.0584 -0.1690 -0.4153
N 0.0973 -0.0309 -1.1032
N -0.9489 0.1184 1.2752
O 1.6366 -2.0475 -0.1735
O 0.6059 1.2762 -1.2721
I 3.1184 0.4701 0.3709
H -1.7173 0.5791 -0.7681
H -1.4587 -1.2444 -0.4858
H -1.4247 -0.6576 1.7905
H -1.2365 1.0106 1.6971
H 0.0987 0.0774 1.5278
H 0.6110 1.5117 -2.2258

Atomic forces in eV per Å
-2.06 -0.01 -1.36
-0.26 -1.15 0.48
4.35 -0.95 0.24
1.76 -0.80 0.87
-0.06 0.35 0.12
-1.15 0.27 0.30
-0.15 0.14 -0.08
-1.23 0.63 0.06
0.72 1.75 0.37
0.46 0.83 -0.44
-0.37 -0.16 -0.60
-1.91 -0.17 -0.51
-0.11 -0.73 0.55

***

Looking at ΔE to the lowest compared entry with this formula, charge and spin for the records above, in order, we have 0.0000, 4.7393, 0.4339, 3.8126 eV.
Looking at calculated total energy for the records above, in order, we have -919.246895, -1071.143488, -432.180513, -637.103428 Eh.